[1]
A cluster of 13 separate species, C49H96F3O15S in total at a distorted geometry, computed with ωB97M-V/def2-TZVPD.

Structure (XYZ):
```
164
Properties=species:S:1:pos:R:3
C -1.17456 0.64015 -0.39850
F -1.98650 0.07731 -1.28898
F -0.77849 1.87233 -0.84762
F -1.79769 0.78335 0.78087
S 0.38642 -0.51558 -0.19667
O 1.24542 0.00556 0.88225
O -0.04007 -1.89979 0.12914
O 1.18442 -0.39720 -1.43815
C -7.44443 -4.45344 2.80826
C -7.11735 -2.95956 2.73055
C -6.30765 -2.82347 4.01643
O -7.00245 -3.61826 5.00101
C -7.59230 -4.71312 4.31904
H -6.62290 -4.99799 2.34281
H -8.36768 -4.79434 2.33975
H -8.01217 -2.35202 2.86585
H -6.56763 -2.62393 1.85120
H -6.18519 -1.81839 4.42004
H -5.30777 -3.25032 3.93817
H -8.65117 -4.82140 4.55393
H -7.11624 -5.65159 4.60317
C -9.13429 6.82669 2.12054
C -9.20251 6.08632 0.78493
C -8.52546 4.72333 1.11332
O -8.24048 4.81428 2.52022
C -8.00676 6.18899 2.83646
H -10.08934 6.60237 2.59557
H -9.09139 7.91219 2.03141
H -8.62914 6.58057 0.00068
H -10.21727 5.97910 0.40169
H -7.64241 4.55953 0.49567
H -9.16790 3.84737 1.02339
H -6.99046 6.48016 2.57103
H -8.08463 6.38322 3.90619
C 3.84499 7.90599 -0.60000
C 4.12185 7.35966 0.74308
C 3.70762 5.91094 0.71194
O 4.05596 5.51401 -0.65258
C 3.76576 6.65978 -1.47088
H 4.74261 8.48884 -0.80653
H 2.95233 8.53129 -0.61605
H 3.63666 7.92838 1.53632
H 5.17958 7.41473 1.00057
H 2.65244 5.71759 0.90506
H 4.21688 5.31955 1.47288
H 2.77216 6.60909 -1.91619
H 4.49845 6.78798 -2.26764
C -1.80887 4.83100 8.30567
C -1.32837 6.19386 8.63070
C 0.06518 5.97070 8.15396
O 0.00129 5.19771 6.97062
C -1.19450 4.46004 6.96444
H -2.89838 4.84991 8.27922
H -1.61290 4.07713 9.06815
H -1.42712 6.46609 9.68153
H -1.64225 7.04050 8.02014
H 0.66651 5.50302 8.93356
H 0.55940 6.89849 7.86578
H -1.04535 3.38080 6.93132
H -1.89751 4.72701 6.17538
C 6.18797 -8.05358 -2.65491
C 7.33362 -8.22491 -1.69933
C 8.10133 -6.94666 -1.88427
O 7.05250 -5.92821 -2.04346
C 5.84887 -6.57240 -2.49915
H 5.37786 -8.72406 -2.36805
H 6.54331 -8.30955 -3.65306
H 8.00495 -9.02409 -2.01352
H 7.07632 -8.33082 -0.64544
H 8.75945 -7.01093 -2.75079
H 8.69195 -6.71323 -0.99840
H 5.49523 -6.14033 -3.43529
H 5.06531 -6.46747 -1.74873
C -2.38916 -5.94964 -7.20167
C -1.61225 -5.30128 -8.31160
C -0.15323 -5.36496 -7.83773
O -0.26157 -5.52225 -6.46171
C -1.59952 -5.41930 -6.03449
H -2.36256 -7.03336 -7.31532
H -3.42995 -5.62869 -7.24500
H -1.91195 -4.25762 -8.40688
H -1.83432 -5.68821 -9.30613
H 0.33176 -4.43716 -8.14116
H 0.26101 -6.26428 -8.29352
H -1.73417 -4.37530 -5.75161
H -1.80149 -5.97960 -5.12159
C 5.52804 3.57981 -8.72050
C 4.14038 3.68575 -8.17162
C 4.07074 2.68686 -7.00872
O 5.41020 2.62320 -6.54227
C 6.30953 3.37627 -7.43304
H 5.86370 4.48620 -9.22439
H 5.59836 2.71511 -9.38036
H 3.40203 3.34380 -8.89690
H 4.01820 4.72385 -7.86258
H 3.83909 1.67279 -7.33444
H 3.30454 2.98224 -6.29193
H 7.26428 2.87611 -7.59549
H 6.56825 4.31722 -6.94746
C 6.43176 -5.33752 5.41466
C 7.82470 -5.63767 5.07055
C 8.32146 -4.31502 4.46287
O 7.22952 -3.94135 3.64629
C 5.98996 -4.52328 4.19647
H 6.44025 -4.81953 6.37369
H 5.81086 -6.21745 5.58290
H 7.86145 -6.43577 4.32907
H 8.40822 -5.97107 5.92871
H 9.26622 -4.50627 3.95403
H 8.52086 -3.57630 5.23917
H 5.53703 -5.16085 3.43723
H 5.30203 -3.75777 4.55544
C -3.90560 7.34805 -4.99719
C -3.22994 8.70421 -5.03018
C -3.10151 8.84430 -6.54020
O -2.68166 7.55404 -7.02463
C -3.16925 6.51226 -6.12939
H -4.92943 7.43439 -5.36108
H -3.98375 6.78326 -4.06821
H -2.19572 8.64963 -4.69027
H -3.74462 9.54015 -4.55647
H -2.36718 9.58923 -6.84671
H -4.08717 9.16275 -6.87955
H -2.34052 5.92113 -5.73969
H -3.85857 5.80480 -6.59030
C 0.74881 -9.85694 2.88814
C -0.57317 -9.29514 2.47977
C -1.05828 -8.46773 3.68300
O -0.28591 -8.89954 4.76366
C 0.52594 -10.05298 4.36017
H 1.59998 -9.21540 2.66002
H 0.95052 -10.81534 2.40973
H -1.28253 -10.08534 2.23380
H -0.46088 -8.81217 1.50909
H -2.10355 -8.68771 3.90006
H -1.00596 -7.41229 3.41578
H 0.03353 -11.00554 4.55576
H 1.43036 -10.10911 4.96596
C -8.23983 -1.07286 -5.74498
C -8.69662 -2.05145 -4.62776
C -9.86826 -1.36043 -3.98661
O -9.57738 0.01493 -4.08750
C -8.53540 0.29438 -5.11934
H -8.84787 -1.16793 -6.64461
H -7.17489 -1.24623 -5.89964
H -7.95754 -2.29093 -3.86324
H -8.97585 -3.05004 -4.96382
H -10.07456 -1.68975 -2.96824
H -10.72030 -1.55866 -4.63686
H -7.60294 0.64465 -4.67671
H -8.89391 0.95249 -5.91083
C 8.52025 3.25846 7.42004
C 7.07624 3.18946 7.26062
C 6.85039 1.90328 6.47471
O 7.95175 1.91356 5.51496
C 9.05453 2.48551 6.17609
H 8.84002 2.79684 8.35425
H 8.81292 4.29658 7.57738
H 6.71746 4.03967 6.68052
H 6.61712 3.11857 8.24667
H 5.82937 1.80006 6.10737
H 7.01699 1.07088 7.15842
H 9.54253 3.20704 5.52083
H 9.80252 1.75100 6.47457
```

Computed properties:
Total charge ... -1
Molar mass ... 1014.353 g mol⁻¹
Energy above the lowest of the compared OMol25 structures with the same formula, charge and spin ... 1.756 eV
HOMO energy ... -0.182 hartree
E_LUMO ... 1.9448 eV
Orbital gap ... 6.89 eV


[2]
A structure of composition C49H97NO17Rb2 at a distorted geometry, computed with ωB97M-V/def2-TZVPD.

Structure (XYZ):
```
166
Properties=species:S:1:pos:R:3
Rb 1.27359 0.75250 -2.96783
Rb -3.01454 -1.82541 -2.27824
O -0.12557 -0.13193 1.56012
C 0.11051 -0.17651 0.26412
O 1.29384 -0.21987 -0.04984
O -0.79477 -0.11764 -0.61682
H 0.82131 0.02571 1.57367
C -1.82804 -0.30084 -7.26181
C -2.27170 -1.35209 -6.27061
C -2.60647 -2.67207 -7.07646
C -1.36416 -3.44657 -7.50100
C -0.47114 -3.75446 -6.34452
C -0.08062 -2.47884 -5.51556
N -1.31349 -1.66919 -5.23176
O -1.15037 -0.58519 -4.25172
C 1.08985 -1.76572 -6.30031
C 0.52261 -3.08490 -4.19708
C -3.70436 -0.98351 -5.68888
H -2.74219 0.12891 -7.67140
H -1.23828 -0.68548 -8.09388
H -1.23447 0.46613 -6.76429
H -3.02167 -2.41632 -8.05129
H -3.20802 -3.40908 -6.54441
H -0.70807 -2.92314 -8.19647
H -1.74931 -4.35901 -7.95619
H 0.38675 -4.22722 -6.82268
H -0.83698 -4.54735 -5.69216
H 0.80078 -1.57925 -7.33460
H 2.02084 -2.32229 -6.40799
H 1.31432 -0.84695 -5.75851
H 0.98220 -2.32642 -3.56336
H 1.28629 -3.82244 -4.44388
H -0.24631 -3.52497 -3.56209
H -3.84116 -0.05640 -5.13225
H -3.93636 -1.63772 -4.84847
H -4.38315 -1.08414 -6.53577
C 4.94164 1.83295 -0.09744
C 5.08679 2.00067 -1.60941
O 4.09737 1.64444 -2.28734
C 6.43550 2.28296 -2.26179
H 5.91099 1.94871 0.38740
H 4.69023 0.82670 0.23776
H 4.23027 2.55588 0.30184
H 7.29444 1.98421 -1.66090
H 6.60255 3.35663 -2.34783
H 6.46660 1.88010 -3.27414
C 3.96782 -1.80534 4.88586
C 2.61483 -1.29409 4.58147
O 2.03353 -0.59364 5.37379
C 2.05305 -1.69339 3.26111
H 4.04983 -1.98335 5.95809
H 4.67755 -1.05679 4.53365
H 4.19290 -2.74401 4.37956
H 0.96717 -1.59974 3.24696
H 2.25635 -2.73440 3.00994
H 2.52023 -0.99721 2.56457
C 3.53611 2.29447 3.83758
C 5.02286 2.47855 4.23822
O 5.81199 1.52968 4.07866
C 5.43152 3.87046 4.65387
H 2.92738 2.24830 4.74058
H 3.43207 1.32873 3.34298
H 3.14299 3.11648 3.23937
H 6.51821 3.87665 4.73857
H 5.00883 4.11637 5.62801
H 5.13743 4.62939 3.92887
C -5.55965 1.04479 0.48178
C -6.62262 1.72382 -0.34479
O -6.49628 2.86421 -0.74854
C -7.85999 0.96414 -0.73296
H -6.06689 0.69151 1.37956
H -4.93007 1.84972 0.86099
H -4.94959 0.30989 -0.04341
H -8.59689 1.10574 0.05764
H -7.60379 -0.08266 -0.89624
H -8.27413 1.40319 -1.64061
C 0.06183 3.06170 5.26960
C -0.79643 3.75178 6.29314
O -2.03220 3.64596 6.30901
C -0.01292 4.46644 7.33421
H -0.44282 3.01537 4.30458
H 0.23912 2.07008 5.68596
H 1.01766 3.56552 5.12585
H 0.56615 5.28671 6.91001
H 0.67626 3.85774 7.91955
H -0.68159 5.01851 7.99468
C -3.13472 3.41848 2.88841
C -3.92135 4.68243 2.66530
O -3.61077 5.36175 1.70204
C -5.14763 5.01642 3.52744
H -3.70393 2.53227 2.60781
H -2.78592 3.39672 3.92086
H -2.21066 3.51186 2.31789
H -5.77438 4.14002 3.36246
H -5.65428 5.90680 3.15513
H -4.93637 5.06521 4.59566
C -3.42178 -1.10094 2.17745
C -3.57710 -0.49938 3.58108
O -4.67354 -0.25950 4.05522
C -2.29903 -0.37298 4.42108
H -2.50785 -1.69391 2.21221
H -3.29916 -0.36633 1.38158
H -4.29860 -1.71948 1.98592
H -2.59290 0.08684 5.36464
H -1.64648 0.24328 3.80261
H -1.78593 -1.32604 4.54951
C 5.79071 -0.60108 -4.30011
C 4.39520 -0.35533 -4.82202
O 3.44966 -0.93279 -4.28662
C 4.19761 0.69357 -5.88619
H 6.49286 0.05019 -4.82063
H 5.95813 -1.67408 -4.39358
H 5.98505 -0.36292 -3.25435
H 3.25327 0.60077 -6.42257
H 5.03045 0.69545 -6.58936
H 4.13484 1.66611 -5.39800
C -2.52968 2.65905 -0.43113
C -2.55570 3.07350 -1.85059
O -1.71689 3.84354 -2.31550
C -3.58585 2.46451 -2.77819
H -2.97446 1.67646 -0.27367
H -3.17440 3.36661 0.09023
H -1.52755 2.67884 -0.00284
H -3.79721 3.16824 -3.58329
H -4.49842 2.33280 -2.19684
H -3.22122 1.47876 -3.06704
C -1.08883 -4.08140 1.22143
C -0.56490 -4.28648 -0.20873
O -1.28734 -4.61214 -1.16578
C 0.88793 -3.88025 -0.37034
H -0.91769 -3.06799 1.58449
H -0.38080 -4.68940 1.78455
H -2.11711 -4.38336 1.42031
H 1.07558 -2.81589 -0.51188
H 1.27972 -4.33926 -1.27804
H 1.46401 -4.21685 0.49159
C -1.22419 -5.22634 4.34755
C -2.72797 -4.89698 4.46164
O -3.24158 -3.84489 4.12065
C -3.65922 -5.96948 5.02618
H -0.80634 -5.50948 5.31365
H -0.61413 -4.43181 3.91785
H -1.07912 -6.06110 3.66183
H -3.54792 -6.00904 6.10977
H -3.39015 -6.94974 4.63275
H -4.69242 -5.72631 4.77823
C 4.17575 -3.27873 -2.03315
C 4.70544 -3.45634 -0.60655
O 5.29762 -4.50750 -0.27617
C 4.53086 -2.30935 0.37526
H 3.64066 -2.33206 -2.10785
H 3.51738 -4.07985 -2.36911
H 5.06128 -3.28149 -2.66871
H 4.91633 -2.58504 1.35684
H 3.51173 -1.92340 0.39790
H 5.11842 -1.48961 -0.03814
C -0.35595 5.12753 0.77992
C 0.84827 4.41800 1.39310
O 1.47801 4.87568 2.35380
C 1.27324 3.08038 0.82395
H -1.11592 5.32934 1.53479
H -0.81346 4.39849 0.11113
H -0.17587 6.04129 0.21361
H 0.76216 2.96941 -0.13239
H 1.05612 2.32084 1.57499
H 2.35056 3.18001 0.69141
```

Computed properties:
Molar mass ... 1143.241 g mol⁻¹
HOMO energy ... -0.212 hartree
E_LUMO ... -0.2536 eV
Orbital gap ... 5.52 eV


[3]
A structure of composition C4AlCl2O4Yb at a distorted geometry, computed with ωB97M-V/def2-TZVPD.

Structure (XYZ):
```
12
Properties=species:S:1:pos:R:3
Yb -1.41459 0.07443 0.25630
Al 1.72435 -0.12696 -0.34165
Cl 0.58452 -1.51527 0.78423
Cl 0.48811 1.70433 -0.18707
C 2.88013 0.45484 -1.85223
C -3.03298 -1.35393 1.69954
C -3.94210 0.10946 -0.09478
O 3.56955 1.00270 -2.61488
O -3.89344 -1.96380 2.19370
O -5.09624 0.11946 -0.15954
O 4.52755 1.10363 0.25413
C 3.60514 0.39112 0.06225
```

Computed properties:
Total charge ... +4
Molar mass ... 382.968 g mol⁻¹
Energy above the lowest of the compared OMol25 structures with the same formula, charge and spin ... 0.000 eV
HOMO energy (spin up / spin down) ... -1.080 / -1.080 hartree
Spin multiplicity ... 2
E_LUMO (spin up / spin down) ... -18.4867 / -20.4875 eV
Orbital gap (spin up / spin down) ... 10.90 / 8.91 eV


[4]
An isolated molecule of C4Cl2 at a distorted geometry, computed with ωB97M-V/def2-TZVPD.

Structure (XYZ):
```
6
Properties=species:S:1:pos:R:3
Cl -2.19877 2.65706 1.02005
C -1.03759 1.67254 0.41549
C -0.10179 0.91880 0.35034
C 1.06032 0.09185 0.30436
C 2.08539 -0.51598 0.40742
Cl 3.36750 -1.64921 0.67740
```

Computed properties:
Molar mass ... 118.950 g mol⁻¹
Energy above the lowest of the compared OMol25 structures with the same formula, charge and spin ... 0.000 eV
HOMO energy ... -0.353 hartree
Structure (SMILES) ... ClC#CC#CCl
E_LUMO ... 0.4413 eV
Orbital gap ... 10.05 eV


[5]
A structure of composition C4Cl2InO4Rh at a distorted geometry, computed with ωB97M-V/def2-TZVPD.

Structure (XYZ):
```
12
Properties=species:S:1:pos:R:3
In -0.56620 -0.45670 -2.95010
Rh 0.00000 0.00000 0.00000
Cl -1.23700 -1.75610 -1.05530
Cl -1.13700 1.40970 -1.56480
C 0.95340 1.41370 0.70930
C -0.09570 -1.95780 -3.91760
C -0.01480 0.63230 -4.33590
O 1.55270 2.29510 1.13940
O 0.20660 -2.89470 -4.51060
O 0.33800 1.31450 -5.19080
O -1.74430 -1.24060 2.31880
C -1.12110 -0.79790 1.48910
```

Computed properties:
Total charge ... +4
Molar mass ... 400.670 g mol⁻¹
Energy above the lowest of the compared OMol25 structures with the same formula, charge and spin ... 5.139 eV
HOMO energy (spin up / spin down) ... -1.010 / -1.076 hartree
Spin multiplicity ... 5
E_LUMO (spin up / spin down) ... -19.9021 / -23.3503 eV
Orbital gap (spin up / spin down) ... 7.59 / 5.92 eV


[6]
A structure of composition C4ClN3S2 at a distorted geometry, computed with ωB97M-V/def2-TZVPD.

Structure (XYZ):
```
10
Properties=species:S:1:pos:R:3
C -1.73261 1.25595 0.08510
C 0.74824 -1.33033 1.69080
C -0.54626 0.81392 -0.50375
C 0.75139 1.10839 -0.18686
N -2.79252 1.42621 0.44938
N 1.40637 -1.64015 0.80935
N 1.00564 -0.37202 -2.22203
S -0.61437 -0.32264 -2.07282
S 1.93200 0.24199 -1.07954
Cl -0.15787 -1.18132 3.03036
```

Computed properties:
Molar mass ... 189.652 g mol⁻¹
Energy above the lowest of the compared OMol25 structures with the same formula, charge and spin ... 1.408 eV
HOMO energy ... -0.339 hartree
E_LUMO ... -1.9311 eV
Orbital gap ... 7.30 eV


[7]
A structure of composition C4ClN3S2 at a distorted geometry, computed with ωB97M-V/def2-TZVPD.

Structure (XYZ):
```
10
Properties=species:S:1:pos:R:3
C 0.31938 1.17823 -1.49260
C 1.21676 0.43366 2.05067
C -0.45281 0.20622 -0.81396
C -0.88172 0.04955 0.45745
N 0.82285 1.79455 -2.31015
N 1.08898 -0.24326 2.96840
N -1.48896 -2.13168 -0.73408
S -0.91206 -1.22622 -1.90219
S -1.49811 -1.49974 0.83606
Cl 1.78569 1.43868 0.94039
```

Computed properties:
Molar mass ... 189.652 g mol⁻¹
Energy above the lowest of the compared OMol25 structures with the same formula, charge and spin ... 1.397 eV
HOMO energy ... -0.351 hartree
E_LUMO ... -2.2386 eV
Orbital gap ... 7.31 eV


[8]
The ion C4F10P with charge +1 at a distorted geometry, computed with ωB97M-V/def2-TZVPD.

Structure (XYZ):
```
15
Properties=species:S:1:pos:R:3
C -2.74790 1.44353 -0.34861
C -1.22225 1.24976 -0.62946
C 2.18676 -1.26609 0.35824
C 1.17722 -0.19939 0.83478
F -3.26865 0.68234 0.54573
F -3.50578 2.38971 -0.80128
F -0.69320 1.95096 -1.58297
F 1.48198 -2.42081 0.43417
F 2.54561 -0.93802 -0.88757
F 3.22531 -1.36209 1.11074
F 0.78265 -0.32583 2.08462
F 1.53496 1.08797 0.73305
F 0.14740 -0.67159 -1.67951
F -1.32138 -1.41802 0.10048
P -0.32273 -0.20243 -0.27241
```

Computed properties:
Total charge ... +1
Molar mass ... 268.998 g mol⁻¹
Energy above the lowest of the compared OMol25 structures with the same formula, charge and spin ... 0.000 eV
HOMO energy ... -0.555 hartree
E_LUMO ... -5.6620 eV
Orbital gap ... 9.43 eV


We obtain electronic energy values of -3750.7180; -3307.1635; -2773.0234; -1072.6499; -1672.0934; -1573.0986; -1573.0991; -1492.1010 hartree for the records listed above, in that order.